1.
The following is a quantum chemistry calculation of C51H50F3N10O2PS3SrTe as an isolated structure in a non-equilibrium geometry, from OMol25.

Each line ends with the Löwdin charge.
Element x y z (Å)
Sr  -0.118  0.268  0.340  0.927
C  0.919  1.371  -4.697  -0.059
N  -0.310  0.716  -4.430  -0.126
C  -0.825  -0.445  -5.104  -0.031
C  -1.826  -0.902  -4.346  -0.079
N  -2.000  -0.126  -3.235  0.034
C  -1.033  0.888  -3.323  -0.671
S  -0.745  2.089  -2.145  0.594
C  -2.852  -0.429  -2.087  -0.420
C  -4.174  -0.701  -2.359  -0.075
C  -4.917  -1.359  -1.233  -0.130
C  -4.345  -1.500  -0.030  -0.198
C  -3.035  -0.847  0.232  -0.627
N  -2.214  -0.616  -0.964  -0.094
H  0.855  2.027  -5.539  0.077
H  1.685  0.633  -4.851  0.087
H  1.107  2.004  -3.815  0.046
H  -0.429  -0.867  -6.016  0.106
H  -2.416  -1.806  -4.489  0.120
H  -4.602  -0.639  -3.359  0.076
H  -5.908  -1.757  -1.408  0.077
H  -4.882  -2.023  0.730  0.075
H  -2.420  -1.398  0.921  0.016
F  5.001  2.373  -0.496  0.095
C  5.309  2.056  0.787  -0.597
F  6.604  1.695  0.818  0.112
F  5.258  3.201  1.493  0.107
C  4.418  0.977  1.360  -0.181
C  4.961  -0.173  1.865  -0.062
C  4.196  -1.230  2.303  -0.068
C  2.813  -1.014  2.229  -0.148
N  2.275  0.124  1.836  -0.014
C  3.034  1.094  1.276  -0.752
S  2.170  2.338  0.463  0.573
H  6.025  -0.260  1.813  0.112
H  4.679  -2.126  2.669  0.097
H  2.079  -1.696  2.590  0.105
O  -4.227  2.878  -1.821  -0.140
H  -4.184  2.073  -2.367  0.005
H  -3.702  2.596  -1.060  -0.104
Te  -3.317  1.205  1.391  0.447
N  0.743  -1.824  -0.645  -0.410
P  0.821  -3.105  -1.422  0.648
C  1.012  -4.681  -0.452  -0.278
C  2.049  -4.710  0.471  -0.095
C  2.195  -5.708  1.418  -0.102
C  1.290  -6.740  1.380  -0.135
C  0.312  -6.800  0.411  -0.090
C  0.219  -5.800  -0.588  -0.070
C  -0.443  -3.757  -2.685  -0.256
C  -0.123  -4.289  -3.944  -0.100
C  -1.121  -4.783  -4.775  -0.093
C  -2.463  -4.803  -4.329  -0.108
C  -2.777  -4.310  -3.091  -0.106
C  -1.789  -3.812  -2.273  -0.103
C  2.418  -3.204  -2.383  -0.292
C  2.929  -4.436  -2.844  -0.093
C  4.208  -4.443  -3.406  -0.110
C  4.900  -3.251  -3.467  -0.123
C  4.359  -2.039  -3.050  -0.075
C  3.127  -2.058  -2.439  -0.101
H  2.764  -3.886  0.477  0.104
H  2.992  -5.741  2.149  0.095
H  1.396  -7.525  2.145  0.098
H  -0.385  -7.616  0.382  0.087
H  -0.622  -5.887  -1.253  0.090
H  0.880  -4.104  -4.351  0.095
H  -0.866  -5.166  -5.735  0.079
H  -3.182  -5.096  -5.054  0.081
H  -3.812  -4.313  -2.796  0.102
H  -2.011  -3.340  -1.312  0.107
H  2.346  -5.370  -2.761  0.111
H  4.654  -5.367  -3.767  0.091
H  5.890  -3.304  -3.949  0.097
H  5.000  -1.219  -3.122  0.079
H  2.722  -1.250  -1.907  0.071
C  -1.450  -1.692  3.428  -0.153
O  -0.815  -0.598  2.796  -0.343
H  -1.654  -2.528  2.781  0.071
H  -2.349  -1.338  3.947  0.085
H  -0.740  -1.977  4.222  0.055
H  -1.303  0.262  2.891  -0.071
C  4.909  2.180  4.263  0.000
C  3.585  1.505  4.479  -0.295
C  3.499  0.253  4.991  -0.026
C  2.203  -0.233  5.294  -0.316
N  1.115  0.480  5.108  0.107
C  1.191  1.706  4.586  -0.855
S  -0.147  2.656  4.338  0.625
N  2.473  2.210  4.250  0.120
C  2.058  -1.655  5.775  -0.028
H  5.490  2.152  5.173  0.083
H  4.789  3.203  3.896  0.089
H  5.506  1.641  3.542  0.061
H  4.410  -0.410  5.068  0.140
H  2.514  3.104  3.774  0.135
H  2.117  -1.754  6.845  0.067
H  2.815  -2.348  5.357  0.082
H  1.056  -2.048  5.514  0.070
C  -0.411  4.827  0.905  -0.075
C  -0.641  5.714  1.960  -0.140
N  -1.403  6.854  1.923  0.056
C  -2.134  6.961  0.818  -0.143
C  -1.995  6.110  -0.278  -0.208
C  -1.055  5.079  -0.277  -0.034
C  -2.945  6.269  -1.432  -0.043
C  -4.274  6.323  -1.358  -0.057
C  -5.072  6.346  -0.128  -0.287
C  -5.099  5.348  0.855  0.024
C  -6.080  5.472  1.817  -0.116
N  -6.950  6.499  1.867  0.047
C  -6.831  7.394  0.892  -0.242
N  -5.936  7.370  -0.095  0.106
H  0.218  3.933  0.985  0.019
H  -0.140  5.468  2.958  0.089
H  -2.854  7.761  0.758  0.107
H  -0.804  4.537  -1.182  0.049
H  -2.417  6.130  -2.409  0.123
H  -4.839  6.375  -2.297  0.114
H  -4.505  4.451  0.746  0.091
H  -6.123  4.786  2.657  0.109
H  -7.518  8.268  1.023  0.103

Calculated values
M	1234.42	Da
multiplicity	1
energy	-4805.836550	hartree
gap between HOMO and LUMO	4.57	eV
charge	-2
LUMO	3.666	eV

=====

2.
The following is a quantum chemistry calculation of C7H18NO2P as an isolated structure in a non-equilibrium geometry, from OMol25.

Each line ends with the Löwdin charge.
Element x y z (Å)
C  1.317  1.367  -1.974  -0.078
C  0.461  -2.063  1.130  -0.069
C  2.539  -1.033  0.543  -0.065
C  -2.841  0.336  2.413  -0.113
C  0.773  1.178  -0.552  -0.232
C  -2.076  0.903  1.202  -0.322
C  1.068  -1.227  -0.059  -0.407
N  0.216  -0.257  -0.614  -0.131
O  -2.035  0.769  -1.439  -0.332
O  -1.973  -1.668  -0.269  -0.351
P  -1.996  -0.128  -0.258  0.616
H  0.319  1.401  -2.567  0.105
H  1.921  2.238  -2.096  0.060
H  1.744  0.342  -2.227  0.098
H  -0.183  -2.880  0.670  0.087
H  1.388  -2.527  1.608  0.083
H  -0.016  -1.356  1.797  0.061
H  3.013  -1.950  0.279  0.070
H  2.732  -0.891  1.553  0.050
H  3.092  -0.234  0.060  0.060
H  -2.431  0.799  3.335  0.087
H  -3.866  0.426  2.303  0.047
H  -2.444  -0.677  2.374  0.057
H  0.002  1.949  -0.293  0.104
H  1.582  1.245  0.205  0.105
H  -1.066  1.167  1.422  0.062
H  -2.608  1.796  0.773  0.104
H  1.130  -1.966  -0.860  0.135
H  0.089  -0.487  -1.608  0.109

Calculated values
M	179.20	Da
energy above the lowest of the compared OMol25 structures with the same formula, charge and spin	202.4	kJ/mol
multiplicity	1
energy	-824.068703	hartree
gap between HOMO and LUMO	9.96	eV
charge	0
LUMO	0.631	eV

=====

3.
The following is a quantum chemistry calculation of C40H52BrIrN5O4SSbSi3 as an isolated structure in a non-equilibrium geometry, from OMol25.

Each line ends with the Löwdin charge.
Element x y z (Å)
Ir  9.240  11.392  13.288  1.213
C  10.384  15.008  13.618  -0.302
Sb  9.972  14.255  15.630  1.500
C  9.503  12.008  15.275  -0.607
C  8.556  11.463  16.234  -0.462
C  7.973  10.146  16.167  -0.041
C  7.266  9.696  17.271  -0.081
C  7.016  10.494  18.390  -0.038
C  7.613  11.777  18.376  -0.152
N  8.364  12.181  17.382  0.072
Si  11.183  11.213  15.868  0.415
C  12.561  11.817  14.731  -0.210
C  11.627  11.630  17.664  -0.179
C  11.125  9.285  15.892  -0.155
C  8.162  15.461  16.134  -0.547
C  6.948  14.487  16.265  -0.418
C  6.036  14.587  17.341  -0.046
C  4.775  13.935  17.238  -0.015
C  4.668  13.010  16.196  -0.067
C  5.686  12.807  15.351  -0.139
N  6.749  13.627  15.298  0.091
Si  7.612  16.801  14.887  0.453
C  8.544  18.388  14.734  -0.181
C  7.134  16.075  13.210  -0.173
C  5.904  17.489  15.422  -0.161
Si  8.708  16.240  17.731  0.340
C  8.928  15.050  19.095  -0.179
C  7.524  17.606  18.363  -0.170
C  10.381  17.100  17.509  -0.212
H  11.407  14.645  13.373  0.006
H  10.277  16.084  13.662  -0.015
H  9.700  14.567  12.914  -0.040
H  8.208  9.449  15.314  0.112
H  6.855  8.704  17.134  0.078
H  6.348  10.202  19.269  0.126
H  7.468  12.355  19.266  0.095
H  12.855  12.765  15.199  0.015
H  12.387  12.109  13.655  -0.037
H  13.417  11.126  14.729  0.041
H  11.690  12.696  17.663  -0.028
H  12.642  11.181  17.898  0.064
H  10.880  11.345  18.402  0.030
H  12.242  8.987  15.927  0.081
H  10.730  8.730  15.152  -0.083
H  10.740  8.912  16.799  0.016
H  6.148  15.331  18.144  0.077
H  3.951  14.139  17.901  0.106
H  3.764  12.478  16.117  0.092
H  5.754  11.980  14.634  0.099
H  9.438  18.437  14.173  0.008
H  8.697  18.611  15.804  0.013
H  7.865  19.169  14.282  0.066
H  7.408  16.682  12.334  0.048
H  6.093  15.756  13.372  0.036
H  7.642  15.084  13.119  -0.006
H  5.247  16.699  15.784  0.026
H  5.507  17.933  14.492  0.046
H  5.859  18.162  16.224  -0.007
H  7.920  14.815  19.439  0.026
H  9.496  15.475  19.901  0.037
H  9.392  14.111  18.680  0.028
H  6.434  17.249  18.496  0.055
H  7.456  18.457  17.738  -0.005
H  7.796  17.849  19.384  0.028
H  10.559  18.001  18.141  0.045
H  10.634  17.641  16.526  0.051
H  11.154  16.415  17.783  -0.003
Br  11.219  11.602  11.346  0.875
C  9.837  11.857  10.016  -0.524
C  10.303  11.658  8.724  -0.109
C  9.320  11.905  7.724  -0.081
C  8.038  12.297  7.982  -0.023
C  7.600  12.444  9.336  -0.141
C  6.252  12.677  9.674  -0.025
C  5.885  12.890  10.975  -0.062
C  6.797  12.751  12.034  -0.094
C  8.131  12.266  11.840  -0.305
C  8.518  12.200  10.452  -0.218
H  11.352  11.522  8.485  0.101
H  9.681  11.813  6.712  0.102
H  7.384  12.364  7.168  0.096
H  5.499  12.620  8.872  0.127
H  4.861  13.165  11.142  0.105
H  6.463  12.816  13.067  0.046
O  11.713  8.602  12.574  -0.333
S  10.362  8.103  12.659  0.605
O  10.099  7.200  13.779  -0.308
N  9.172  9.223  12.585  -0.214
C  8.220  8.899  11.612  -0.499
O  7.121  9.391  11.546  0.045
C  8.696  7.724  10.743  -0.105
C  8.057  6.995  9.731  -0.003
C  8.724  5.990  9.030  -0.070
C  9.991  5.633  9.454  -0.078
C  10.608  6.280  10.513  -0.038
C  9.910  7.250  11.194  -0.233
H  7.074  7.314  9.349  0.125
H  8.248  5.406  8.226  0.116
H  10.632  4.862  8.984  0.120
H  11.571  5.934  10.844  0.121
N  5.459  7.646  15.567  0.113
C  4.973  8.864  15.047  -0.674
N  5.180  8.965  13.701  0.167
O  4.289  9.619  15.705  0.046
H  5.043  6.784  15.173  0.114
H  5.155  7.636  16.505  0.061
H  6.101  8.736  13.262  0.092
H  4.855  9.843  13.352  0.085

Calculated values
M	1177.09	Da
multiplicity	5
energy	-6315.311182	hartree
expectation value of S²	6.0462
gap between HOMO and LUMO (spin up / spin down)	7.27 / 5.33	eV
charge	0
LUMO (spin up / spin down)	-0.061 / -2.625	eV